No. 1
{"formula": "C38H35F5N11SSe2Sn", "method": "the ωB97M-V functional and the def2-TZVPD basis", "orbital_gap_ev": 6.387, "e_above_lowest_kcal_mol": 2.2, "largest_force_ha_per_bohr": 0.005, "total_charge": 1, "symbols": ["Sn", "N", "C", "C", "C", "C", "C", "N", "C", "C", "C", "C", "C", "N", "H", "H", "H", "H", "H", "H", "H", "H", "H", "Se", "N", "C", "C", "C", "C", "C", "N", "C", "C", "N", "C", "C", "C", "C", "C", "N", "H", "H", "H", "H", "H", "H", "F", "C", "C", "F", "C", "F", "C", "Se", "C", "F", "C", "F", "C", "C", "N", "C", "C", "C", "C", "N", "H", "H", "H", "H", "H", "H", "H", "H", "H", "H", "H", "H", "H", "H", "C", "N", "C", "C", "N", "C", "S", "H", "H", "H", "H", "H", "H"], "coordinates": [[0.2614, 0.0987, -0.1963], [-2.8551, -0.9541, -3.4695], [-1.6791, -0.3779, -3.9422], [-1.1603, -0.8628, -5.1492], [-0.0534, -0.2494, -5.6880], [0.5264, 0.8210, -5.0155], [-0.0379, 1.2062, -3.8212], [-1.1233, 0.6292, -3.2832], [-3.4705, -0.8759, -2.2280], [-4.7955, -1.3287, -2.1233], [-5.4097, -1.2937, -0.8935], [-4.7087, -0.8005, 0.2060], [-3.4159, -0.3728, -0.0039], [-2.7951, -0.4099, -1.1867], [-3.3302, -1.5361, -4.1376], [-1.6288, -1.7045, -5.6430], [0.3611, -0.6047, -6.6221], [1.4011, 1.3266, -5.3971], [0.3928, 2.0183, -3.2421], [-5.3195, -1.6911, -2.9986], [-6.4296, -1.6393, -0.7876], [-5.1563, -0.7515, 1.1880], [-2.8238, 0.0241, 0.8180], [-0.4579, -2.7203, 7.5938], [-0.5590, -1.0830, 6.9085], [-0.3936, -1.1980, 5.6178], [-0.4180, -0.0726, 4.6924], [-0.6443, 1.2369, 5.1163], [-0.6676, 2.2460, 4.1807], [-0.4646, 1.9186, 2.8412], [-0.2450, 0.6801, 2.4296], [-0.2155, -0.3084, 3.3292], [0.0164, -1.6732, 2.8210], [0.2195, -1.8328, 1.5009], [0.3602, -3.0643, 1.0195], [0.3488, -4.2013, 1.8201], [0.1830, -4.0486, 3.1766], [0.0081, -2.7649, 3.6936], [-0.1872, -2.5324, 5.1205], [-0.1876, -3.4863, 6.0128], [-0.8001, 1.4296, 6.1694], [-0.8428, 3.2738, 4.4659], [-0.4657, 2.6793, 2.0665], [0.5238, -3.1390, -0.0504], [0.4820, -5.1738, 1.3682], [0.1772, -4.8933, 3.8527], [7.3380, -1.9593, -1.0674], [6.0312, -1.8700, -1.2986], [5.2221, -2.9875, -1.1735], [5.7550, -4.1515, -0.8054], [3.8623, -2.8748, -1.4042], [3.1134, -3.9663, -1.2201], [3.2690, -1.6732, -1.7694], [1.3981, -1.5479, -2.0779], [4.1096, -0.5760, -1.9052], [3.6174, 0.6096, -2.2761], [5.4708, -0.6587, -1.6678], [6.2503, 0.4170, -1.7946], [4.4561, 3.1173, -0.0748], [4.1826, 2.6708, 1.3551], [4.3329, 1.2243, 1.5435], [5.6015, 0.7903, 2.1330], [5.5903, 0.8585, 3.6529], [3.3633, 0.3690, 1.1818], [3.5751, -1.0853, 1.4625], [2.2535, 0.7794, 0.6278], [4.3847, 4.2025, -0.1471], [3.7460, 2.6841, -0.7782], [5.4581, 2.8180, -0.3824], [3.1871, 2.9810, 1.6850], [4.8825, 3.1499, 2.0388], [6.3798, 1.4394, 1.7283], [5.8388, -0.2148, 1.7943], [5.3755, 1.8701, 3.9993], [6.5613, 0.5654, 4.0517], [4.8343, 0.1912, 4.0693], [4.4616, -1.4500, 0.9489], [2.7214, -1.6488, 1.1128], [3.7120, -1.2545, 2.5314], [2.2318, 1.7855, 0.5172], [-1.2460, 5.8321, -0.0047], [-1.8340, 4.6252, -0.5547], [-3.1659, 4.4457, -0.8915], [-3.2884, 3.1900, -1.3632], [-2.0386, 2.6113, -1.3002], [-1.1408, 3.4942, -0.8160], [0.5177, 3.2638, -0.5446], [-2.0078, 6.6065, 0.0205], [-0.4136, 6.1534, -0.6271], [-0.8759, 5.6477, 1.0025], [-3.8948, 5.2251, -0.7627], [-4.1469, 2.6616, -1.7359], [-1.7968, 1.7016, -1.7177]], "forces_ev_per_angstrom": [[0.04, 0.03, 0.14], [-0.05, -0.08, 0.06], [0.07, 0.03, -0.01], [-0.03, -0.03, 0.00], [0.01, 0.01, -0.01], [0.00, -0.02, 0.01], [-0.02, 0.04, 0.06], [-0.01, 0.17, 0.02], [0.03, 0.00, -0.04], [-0.03, -0.01, 0.01], [0.03, 0.01, -0.01], [0.00, 0.00, 0.00], [-0.01, 0.00, 0.05], [-0.05, 0.00, -0.06], [-0.01, 0.01, -0.01], [0.00, 0.00, 0.00], [0.00, -0.01, 0.00], [0.00, 0.00, 0.00], [-0.02, -0.02, -0.01], [0.01, 0.00, 0.00], [0.00, 0.00, 0.00], [0.00, 0.00, 0.00], [0.00, 0.00, -0.01], [-0.01, -0.01, 0.04], [0.00, 0.04, -0.02], [0.00, -0.05, 0.00], [0.02, 0.02, -0.01], [-0.01, -0.01, -0.01], [-0.01, 0.02, -0.03], [-0.01, 0.00, 0.01], [0.06, 0.02, 0.03], [-0.02, 0.03, 0.04], [0.03, -0.07, 0.03], [-0.02, -0.08, -0.09], [0.08, 0.03, -0.02], [-0.01, 0.00, 0.03], [0.00, -0.01, -0.01], [-0.03, 0.01, -0.02], [-0.01, 0.04, 0.02], [0.01, -0.01, -0.03], [0.00, 0.00, 0.00], [0.01, 0.00, 0.01], [0.01, 0.00, 0.01], [0.00, 0.01, 0.00], [-0.01, 0.00, 0.01], [0.01, 0.00, 0.00], [0.02, 0.01, 0.01], [-0.01, -0.02, -0.03], [0.01, 0.01, 0.01], [0.00, 0.00, -0.01], [0.03, 0.06, 0.04], [-0.01, -0.04, 0.00], [-0.01, 0.00, 0.08], [-0.04, -0.01, -0.07], [0.00, -0.03, -0.02], [0.00, 0.04, 0.01], [0.00, -0.02, 0.02], [0.00, 0.04, 0.01], [0.00, 0.01, 0.02], [-0.01, -0.02, 0.00], [0.02, 0.02, -0.06], [0.01, 0.01, 0.03], [0.00, 0.00, 0.00], [0.03, 0.15, 0.06], [-0.04, 0.03, -0.02], [0.08, -0.20, 0.09], [-0.01, 0.00, 0.01], [0.01, -0.01, -0.03], [0.01, -0.01, -0.02], [-0.02, -0.01, 0.00], [0.01, -0.01, 0.01], [0.00, -0.01, -0.01], [0.01, 0.01, 0.00], [0.00, 0.00, 0.00], [0.00, 0.00, 0.00], [0.01, 0.00, 0.00], [0.03, -0.05, -0.03], [-0.12, -0.07, -0.03], [-0.02, 0.00, 0.00], [-0.07, 0.00, -0.07], [0.01, 0.01, -0.01], [-0.02, -0.02, 0.02], [-0.01, 0.02, 0.03], [0.01, -0.03, 0.01], [0.07, 0.04, -0.13], [-0.16, -0.15, 0.05], [0.11, 0.10, -0.13], [0.00, 0.00, 0.00], [0.00, 0.00, 0.00], [0.01, 0.00, 0.00], [0.01, 0.01, -0.01], [0.00, -0.02, -0.01], [0.03, 0.07, -0.01]]}

No. 2
{"formula": "C49H37Cl2CrIN4O2PSe", "method": "the ωB97M-V functional and the def2-TZVPD basis", "orbital_gap_ev": [6.893, 7.005], "e_above_lowest_kcal_mol": 34.0, "largest_force_ha_per_bohr": 0.008, "multiplicity": 4, "symbols": ["Cr", "Cl", "C", "C", "C", "N", "C", "O", "C", "C", "C", "C", "C", "N", "C", "C", "C", "Cl", "N", "C", "O", "C", "C", "C", "C", "C", "N", "H", "H", "H", "H", "H", "H", "H", "H", "H", "H", "I", "C", "C", "C", "C", "C", "C", "C", "C", "C", "P", "C", "C", "C", "C", "C", "C", "C", "C", "C", "C", "C", "C", "C", "H", "H", "H", "H", "H", "H", "H", "H", "H", "H", "H", "H", "H", "H", "H", "H", "C", "C", "C", "C", "C", "C", "Se", "C", "C", "C", "H", "H", "H", "H", "H", "H", "H", "H", "H", "H", "H"], "coordinates": [[1.9343, 1.5070, 0.2982], [2.6859, 7.9425, -1.8376], [3.0204, 6.3206, -1.3239], [1.9784, 5.5670, -0.7945], [2.2195, 4.2647, -0.3890], [1.2982, 3.3753, 0.1958], [0.3068, 3.8100, 1.0010], [-0.2662, 4.8864, 0.9973], [0.0059, 2.8088, 2.0928], [-0.9772, 3.0526, 3.0264], [-1.0458, 2.2286, 4.1410], [-0.1339, 1.1954, 4.2670], [0.7848, 0.9799, 3.2523], [0.8512, 1.7728, 2.1829], [3.5051, 3.7121, -0.5000], [4.5356, 4.4701, -1.0303], [4.2892, 5.7757, -1.4421], [5.6063, 6.6907, -2.0986], [3.6503, 2.3504, -0.0772], [4.3522, 1.6455, -1.0743], [5.5405, 1.5544, -1.1983], [3.3962, 1.1109, -2.1135], [3.7720, 0.7833, -3.3948], [2.7807, 0.4078, -4.2920], [1.4657, 0.3591, -3.8651], [1.1719, 0.6933, -2.5516], [2.1203, 1.0765, -1.7030], [0.9920, 5.9919, -0.7029], [-1.6252, 3.9053, 2.8768], [-1.7912, 2.4027, 4.9075], [-0.1312, 0.5414, 5.1281], [1.4917, 0.1613, 3.2752], [5.5330, 4.0609, -1.1105], [4.8193, 0.8363, -3.6591], [3.0339, 0.1514, -5.3128], [0.6609, 0.0590, -4.5219], [0.1612, 0.6551, -2.1713], [-1.8123, 2.7225, -1.7086], [-3.1083, 2.7320, -0.0730], [-3.4138, 3.9647, 0.4286], [-4.5349, 4.1275, 1.2733], [-5.3720, 3.0761, 1.4874], [-5.0641, 1.7868, 0.9825], [-5.9787, 0.7161, 1.1443], [-5.6869, -0.5281, 0.6726], [-4.4002, -0.7838, 0.1581], [-3.4622, 0.2078, 0.0158], [-1.6673, -0.2791, 0.0034], [-1.5049, -1.2762, -1.5155], [-2.3111, -1.0584, -2.6284], [-2.0706, -1.7374, -3.8185], [-1.0247, -2.6446, -3.9037], [-0.2087, -2.8603, -2.7986], [-0.4403, -2.1735, -1.6185], [-1.7687, -1.5497, 1.3285], [-1.8646, -1.0264, 2.6196], [-2.0661, -1.8561, 3.7113], [-2.1497, -3.2311, 3.5272], [-2.0359, -3.7612, 2.2508], [-1.8535, -2.9270, 1.1553], [-3.8428, 1.5629, 0.2952], [-2.8297, 4.8273, 0.1351], [-4.7615, 5.1078, 1.6732], [-6.2925, 3.2060, 2.0449], [-6.9232, 0.9132, 1.6386], [-6.4003, -1.3370, 0.7698], [-4.1161, -1.8095, -0.0420], [-3.1383, -0.3597, -2.5669], [-2.7111, -1.5602, -4.6741], [-0.8449, -3.1828, -4.8262], [0.6183, -3.5600, -2.8504], [0.2187, -2.3347, -0.7769], [-1.8028, 0.0510, 2.7609], [-2.1532, -1.4331, 4.7043], [-2.3021, -3.8865, 4.3757], [-2.0929, -4.8330, 2.1023], [-1.7795, -3.3586, 0.1649], [1.5049, -6.5109, -0.7319], [1.7883, -5.0916, -0.3150], [2.4930, -4.2254, -1.1353], [2.7536, -2.9057, -0.7713], [3.4740, -2.0136, -1.7339], [2.3082, -2.4358, 0.4679], [2.8051, -0.7079, 1.1413], [1.5952, -3.2994, 1.3213], [1.0971, -2.8698, 2.6737], [1.3479, -4.6051, 0.9088], [1.9546, -6.7350, -1.6994], [0.4302, -6.6914, -0.8116], [1.9014, -7.2216, -0.0037], [2.8528, -4.5805, -2.0969], [3.8296, -2.5808, -2.5953], [4.3206, -1.5126, -1.2594], [2.7982, -1.2399, -2.0980], [0.6020, -1.8983, 2.6185], [1.9262, -2.7739, 3.3800], [0.3864, -3.5988, 3.0678], [0.7914, -5.2621, 1.5720]], "forces_ev_per_angstrom": [[-0.10, -0.23, 0.36], [0.02, -0.04, 0.01], [-0.03, 0.03, 0.00], [0.04, -0.04, 0.02], [-0.10, -0.10, 0.05], [0.16, 0.06, 0.07], [-0.07, -0.08, -0.08], [-0.02, 0.14, -0.05], [0.05, 0.08, -0.10], [-0.07, 0.02, 0.12], [-0.04, 0.09, 0.01], [0.12, 0.02, 0.04], [0.01, 0.01, 0.07], [0.11, -0.09, -0.16], [0.00, -0.09, -0.03], [-0.03, 0.01, 0.02], [0.04, -0.02, -0.01], [-0.04, 0.00, 0.01], [-0.10, 0.29, -0.02], [-0.15, 0.00, -0.05], [0.16, -0.03, 0.01], [0.03, 0.15, 0.12], [0.01, 0.03, -0.11], [0.08, 0.01, -0.05], [-0.08, -0.01, 0.04], [-0.05, -0.06, -0.11], [0.02, 0.00, 0.04], [-0.02, 0.01, 0.00], [0.00, -0.03, 0.03], [0.02, 0.00, -0.02], [-0.01, 0.01, -0.01], [-0.01, -0.03, 0.01], [0.00, 0.01, 0.00], [-0.02, -0.01, -0.01], [0.00, 0.01, 0.01], [0.02, -0.01, 0.00], [0.01, -0.02, 0.00], [0.11, -0.04, -0.04], [-0.07, -0.01, 0.07], [-0.11, 0.03, 0.02], [0.07, 0.05, -0.03], [-0.03, -0.04, 0.01], [-0.04, -0.01, 0.05], [-0.02, 0.02, 0.01], [0.01, -0.02, -0.01], [0.04, 0.04, 0.07], [0.07, 0.12, 0.09], [0.03, 0.00, -0.13], [-0.02, 0.05, -0.02], [-0.12, 0.00, -0.08], [-0.02, 0.02, 0.03], [0.01, 0.01, 0.01], [0.01, -0.04, -0.11], [-0.02, 0.02, -0.08], [-0.17, 0.10, 0.07], [-0.13, 0.05, -0.05], [0.00, -0.02, -0.06], [-0.12, 0.05, 0.01], [-0.12, 0.01, -0.02], [0.01, -0.01, -0.03], [0.02, -0.02, -0.06], [0.00, -0.03, 0.03], [0.01, -0.02, -0.01], [0.02, -0.01, -0.01], [0.03, 0.00, -0.01], [0.03, 0.02, -0.02], [0.00, -0.03, -0.01], [0.04, -0.03, -0.01], [0.01, -0.01, 0.02], [0.00, 0.01, 0.01], [-0.08, 0.06, 0.00], [0.04, -0.02, 0.07], [-0.07, -0.22, -0.07], [0.00, 0.00, 0.01], [0.01, 0.01, 0.00], [0.00, 0.01, 0.00], [-0.01, 0.00, 0.03], [0.00, 0.01, 0.01], [-0.01, -0.03, 0.00], [0.02, 0.04, -0.02], [0.04, -0.07, 0.02], [0.02, -0.07, -0.01], [-0.13, -0.16, 0.17], [0.23, 0.21, -0.14], [0.04, 0.00, -0.02], [0.13, -0.02, 0.03], [-0.06, 0.04, -0.01], [0.00, 0.01, 0.02], [0.02, 0.01, 0.01], [-0.01, 0.02, -0.01], [0.00, 0.01, 0.02], [0.02, 0.01, 0.01], [-0.02, -0.01, 0.00], [0.02, -0.21, 0.04], [0.08, -0.13, 0.01], [0.01, 0.04, -0.02], [0.24, 0.10, -0.04], [0.02, 0.02, -0.01]]}

No. 3
{"formula": "C5H8OS2", "method": "the ωB97M-V functional and the def2-TZVPD basis", "orbital_gap_ev": 8.278, "e_above_lowest_kcal_mol": 26.7, "largest_force_ha_per_bohr": 0.036, "symbols": ["C", "C", "C", "S", "C", "S", "C", "O", "H", "H", "H", "H", "H", "H", "H", "H"], "coordinates": [[2.3385, 0.2894, 0.1257], [0.8552, -0.0642, -0.0610], [0.2912, -0.4962, 1.2807], [-0.4995, 0.5035, 2.2905], [0.1042, 1.0879, -0.7766], [-1.4021, 0.3262, -1.4655], [-0.6752, -1.3445, -1.1694], [0.7305, -1.1609, -0.9882], [2.7326, 0.8008, -0.7577], [2.8613, -0.5975, 0.3690], [2.4334, 0.9150, 1.0030], [0.4419, -1.5260, 1.5581], [-0.1291, 1.8861, -0.0959], [0.6849, 1.5074, -1.5603], [-1.0928, -1.7194, -0.2147], [-0.8344, -2.0907, -1.9919]], "forces_ev_per_angstrom": [[-0.98, 0.44, -0.12], [0.29, 0.24, -0.98], [-0.81, 1.59, 0.39], [0.48, -0.68, -0.45], [-0.61, -0.76, 0.96], [0.27, -0.20, -0.02], [0.46, -0.62, -0.04], [-0.51, 0.06, 0.33], [0.04, -0.29, 0.18], [0.79, -0.99, -0.10], [-0.01, 0.47, 0.05], [0.23, -0.42, -0.07], [-0.35, 0.23, 0.41], [0.70, 0.04, -0.72], [-0.06, -0.05, -0.54], [0.08, 0.94, 0.72]]}